# 1
An isolated molecule of C5H11NO2 in a non-equilibrium geometry. Source: the Open Molecules 2025 dataset; level of theory: wB97M-V/def2-TZVPD.

Atoms and positions in Å:
C  1.12  -1.87  0.62
C  0.62  -1.43  -0.70
O  -0.81  -1.40  -0.82
C  -0.23  -0.15  -1.16
C  -0.45  0.98  -0.25
C  -0.50  0.80  1.25
N  0.26  2.13  -0.63
O  -1.96  1.16  -0.81
H  0.43  -1.69  1.45
H  2.08  -1.40  0.85
H  1.27  -2.96  0.62
H  1.15  -1.90  -1.53
H  -0.12  0.12  -2.21
H  -1.09  -0.08  1.51
H  -1.00  1.65  1.71
H  0.50  0.70  1.68
H  -0.09  2.96  -0.17
H  1.26  2.03  -0.76
H  -2.47  0.35  -0.63

highest occupied orbital energy = -9.32 eV
ΔE to the lowest compared entry with this formula, charge and spin = 2.989 eV
LUMO energy = 0.90 eV
gap between HOMO and LUMO = 0.3755 hartree
SMILES = C[C@H]1O[C@H]1[C@@](C)(N)O
total energy = -402.26831 hartree

Atomic partial charges in e from the Löwdin method, atoms 1 to 2:
1 C -0.064
2 C -0.239

---

# 2
An isolated molecule of C3H3NO in a non-equilibrium geometry. Source: the Open Molecules 2025 dataset; level of theory: wB97M-V/def2-TZVPD.

Atoms and positions in Å:
O  2.11  0.37  0.13
C  1.16  -0.21  -0.38
C  -0.16  -0.28  0.47
C  -1.22  0.47  -0.04
N  -1.43  -0.79  -0.06
H  1.15  -0.61  -1.34
H  -0.01  -0.45  1.58
H  -1.59  1.51  -0.36

highest occupied orbital energy = -9.88 eV
ΔE to the lowest compared entry with this formula, charge and spin = 2.506 eV
LUMO energy = 0.26 eV
gap between HOMO and LUMO = 0.3729 hartree
SMILES = O=C[C@H]1C=N1
total energy = -245.99945 hartree

Atomic partial charges in e from the Löwdin method, atoms 1 to 2:
1 O 0.039
2 C -0.187

---

# 3
A cluster of 6 separate species, C21H38N2O12 in total in a non-equilibrium geometry. Source: the Open Molecules 2025 dataset; level of theory: wB97M-V/def2-TZVPD.

Atoms and positions in Å:
C  0.99  3.49  6.14
C  0.99  4.02  4.70
C  2.07  3.55  3.77
O  1.23  3.18  2.66
C  -0.01  3.20  3.03
O  -0.92  2.72  2.34
O  -0.23  3.91  4.12
H  1.90  3.63  6.79
H  0.76  2.44  6.27
H  0.18  3.93  6.63
H  1.20  5.11  4.77
H  2.66  2.78  4.34
H  2.79  4.35  3.66
C  -4.68  -4.48  -1.41
O  -4.62  -4.01  -0.10
C  -4.32  -2.70  0.12
O  -4.21  -1.73  -0.95
O  -4.09  -2.35  1.37
C  -3.31  -1.16  1.62
H  -5.39  -5.27  -1.40
H  -3.68  -4.89  -1.65
H  -4.94  -3.73  -2.20
H  -2.61  -0.84  0.95
H  -2.77  -1.17  2.55
H  -4.06  -0.39  1.77
C  2.44  -2.77  -2.93
O  1.06  -2.39  -2.98
C  0.18  -3.30  -3.37
O  0.52  -4.53  -4.09
O  -1.01  -2.89  -3.24
C  -2.02  -3.73  -3.56
H  2.55  -3.64  -2.24
H  2.97  -1.88  -2.71
H  2.68  -2.85  -3.94
H  -1.84  -4.69  -3.10
H  -2.09  -4.09  -4.66
H  -3.03  -3.35  -3.41
C  4.39  1.78  1.30
O  4.03  1.07  0.15
C  3.61  1.81  -0.89
O  4.08  3.07  -1.17
O  2.99  1.09  -1.75
C  2.75  1.54  -3.05
H  5.42  1.61  1.42
H  3.81  1.45  2.22
H  4.10  2.78  1.33
H  2.64  2.65  -3.24
H  1.78  1.22  -3.35
H  3.41  1.11  -3.72
C  0.73  -0.67  2.41
C  0.83  -0.01  1.02
C  0.97  -1.00  -0.12
C  -0.01  -2.11  -0.11
N  -0.80  -2.99  -0.16
H  0.26  0.08  3.05
H  1.74  -0.89  2.70
H  0.17  -1.57  2.40
H  1.82  0.58  1.05
H  0.04  0.69  0.73
H  1.95  -1.45  -0.13
H  0.85  -0.55  -1.10
C  -1.43  0.47  -2.85
C  -2.07  0.77  -1.53
C  -1.89  2.06  -0.81
C  -0.48  2.55  -0.87
N  0.62  2.89  -1.04
H  -0.48  -0.04  -2.79
H  -1.38  1.30  -3.54
H  -2.07  -0.19  -3.51
H  -1.75  -0.07  -0.91
H  -3.06  0.57  -1.66
H  -2.37  2.03  0.17
H  -2.49  2.86  -1.31

highest occupied orbital energy = -9.72 eV
ΔE to the lowest compared entry with this formula, charge and spin = 1.206 eV
LUMO energy = 0.31 eV
gap between HOMO and LUMO = 0.3684 hartree
SMILES = C[C@H]1COC(=O)O1.COC(=O)OC.COC(=O)OC.COC(=O)OC.CCCC#N.CCCC#N
total energy = -1835.10741 hartree

Atomic partial charges in e from the Löwdin method, atoms 1 to 2:
1 C -0.009
2 C -0.387

---

# 4
A cluster of 2 separate species, C7H6BF10N2OP in total in a non-equilibrium geometry. Source: the Open Molecules 2025 dataset; level of theory: wB97M-V/def2-TZVPD.

Atoms and positions in Å:
C  -0.82  1.39  1.84
P  -0.28  1.52  0.12
O  -1.08  2.81  -0.49
C  -1.26  0.16  -0.68
C  -2.63  0.28  -0.91
N  -3.27  -0.67  -1.55
F  -4.58  -0.52  -1.77
N  -2.80  -1.79  -2.01
C  -1.51  -1.97  -1.78
C  -0.69  -1.04  -1.12
C  0.77  -1.43  -0.92
F  1.27  -0.98  0.21
F  0.82  -2.79  -0.90
C  1.64  -1.01  -2.13
F  2.87  -1.41  -1.99
F  1.12  -1.57  -3.23
F  1.61  0.30  -2.31
H  -1.69  0.76  1.97
H  -1.00  2.40  2.21
H  0.04  0.95  2.34
H  -0.43  3.46  -0.77
H  -3.20  1.15  -0.60
H  -1.10  -2.90  -2.13
B  3.27  0.58  3.33
F  4.31  0.57  2.40
F  3.48  1.55  4.31
F  2.06  0.89  2.63
F  3.11  -0.69  3.91

highest occupied orbital energy = -9.92 eV
LUMO energy = -3.48 eV
gap between HOMO and LUMO = 0.2364 hartree
total energy = -1820.03879 hartree

Atomic partial charges in e from the Löwdin method, atoms 1 to 2:
1 C -0.211
2 P 0.945

---

# 5
A structure of composition C21H22ClN4OPtS. Source: the Open Molecules 2025 dataset; level of theory: wB97M-V/def2-TZVPD.

Atoms and positions in Å:
Pt  0.35  0.08  -0.54
Cl  -2.55  -6.37  1.19
C  -1.61  -5.10  0.65
C  -0.23  -5.30  0.38
C  0.52  -4.27  -0.06
C  -0.05  -2.96  -0.24
O  0.74  -2.01  -0.54
C  -1.48  -2.78  -0.05
C  -2.20  -1.61  -0.49
N  -1.65  -0.61  -1.09
C  -2.33  0.32  -1.90
C  -3.58  0.13  -2.44
C  -4.16  1.09  -3.29
C  -3.46  2.21  -3.63
C  -2.15  2.41  -3.14
C  -1.35  3.51  -3.51
C  -0.06  3.62  -3.05
C  0.43  2.63  -2.22
N  -0.30  1.58  -1.84
C  -1.59  1.45  -2.28
C  -2.22  -3.84  0.41
H  0.20  -6.28  0.53
H  1.58  -4.39  -0.27
H  -3.29  -1.63  -0.40
H  -4.13  -0.79  -2.23
H  -5.15  0.92  -3.69
H  -3.90  2.95  -4.29
H  -1.77  4.27  -4.17
H  0.57  4.45  -3.34
H  1.45  2.68  -1.84
H  -3.29  -3.73  0.57
C  3.72  -1.24  0.42
C  3.39  0.20  0.08
N  3.26  1.07  1.26
C  2.19  1.33  2.00
S  0.53  0.83  1.59
N  2.30  2.01  3.12
C  1.21  2.47  4.03
C  0.75  1.40  5.00
H  3.88  -1.81  -0.50
H  2.92  -1.71  1.00
H  4.64  -1.29  1.00
H  2.45  0.26  -0.50
H  4.15  0.65  -0.55
H  4.14  1.39  1.64
H  3.24  2.23  3.42
H  0.40  2.87  3.43
H  1.63  3.31  4.58
H  0.35  0.52  4.48
H  -0.04  1.81  5.63
H  1.57  1.07  5.65

highest occupied orbital energy (spin up / spin down) = -17.00 / -17.30 eV
ΔE to the lowest compared entry with this formula, charge and spin = 0.000 eV
LUMO energy (spin up / spin down) = -9.66 / -12.40 eV
charge = +3
2S+1 = 5
gap between HOMO and LUMO (spin up / spin down) = 0.2697 / 0.1798 hartree
total energy = -2084.33385 hartree

Atomic partial charges in e from the Löwdin method, atoms 1 to 2:
1 Pt 1.147
2 Cl 0.945

---

# 6
The ion C10H13N3O with charge +2 in a non-equilibrium geometry. Source: the Open Molecules 2025 dataset; level of theory: wB97M-V/def2-TZVPD.

Atoms and positions in Å:
C  -3.87  0.36  -0.40
C  -3.68  -0.86  0.23
C  -2.85  1.27  -0.49
C  -2.45  -1.30  0.57
C  -0.22  1.31  -0.37
C  -1.57  0.81  -0.22
C  2.87  -0.36  -0.31
C  2.00  0.50  0.21
C  2.58  -1.37  -1.32
C  2.43  1.74  0.96
N  -0.15  -0.67  0.49
N  -1.46  -0.41  0.31
N  0.63  0.37  -0.01
O  0.29  -1.93  0.86
H  -4.79  0.81  -0.88
H  -4.50  -1.48  0.50
H  -3.04  2.21  -0.97
H  -2.17  -2.19  1.18
H  -0.03  2.20  -0.82
H  3.88  -0.28  0.16
H  1.94  -1.03  -2.07
H  3.48  -1.62  -1.74
H  2.10  -2.34  -0.91
H  2.09  2.69  0.46
H  1.87  1.83  1.87
H  3.40  1.52  1.37
H  1.21  -1.77  1.32

highest occupied orbital energy = -17.36 eV
ΔE to the lowest compared entry with this formula, charge and spin = 1.206 eV
LUMO energy = -9.21 eV
charge = +2
gap between HOMO and LUMO = 0.2996 hartree
total energy = -627.52580 hartree

Atomic partial charges in e from the Löwdin method, atoms 1 to 2:
1 C 0.022
2 C 0.033

---

# 7
A cluster of 2 separate species, CH8NS in total in a non-equilibrium geometry. Source: the Open Molecules 2025 dataset; level of theory: wB97M-V/def2-TZVPD.

Atoms and positions in Å:
N  -2.07  -0.99  -0.33
H  -2.23  -1.51  -1.22
H  -2.11  -1.81  0.34
H  -2.84  -0.31  -0.14
H  -1.12  -0.56  -0.31
C  1.90  0.79  0.74
S  0.94  0.43  -0.75
H  1.60  0.05  1.49
H  1.68  1.77  1.17
H  2.97  0.68  0.59
H  1.30  1.46  -1.56

highest occupied orbital energy (spin up / spin down) = -3.80 / -9.71 eV
ΔE to the lowest compared entry with this formula, charge and spin = 0.070 eV
LUMO energy (spin up / spin down) = 0.71 / 0.61 eV
2S+1 = 2
gap between HOMO and LUMO (spin up / spin down) = 0.1658 / 0.3793 hartree
total energy = -495.71080 hartree

Atomic partial charges in e from the Löwdin method, atoms 1 to 2:
1 N -0.004
2 H 0.028